[1]
ORCA calculation (wB97M-V/def2-TZVPD) on a molecular structure, C36H96As3F24N9O17 in a non-equilibrium geometry.

Structure (XYZ):
```
185
Properties=species:S:1:pos:R:3:mulliken_charge:R:1
As -0.423 -5.387 -7.505 1.9920
As 3.141 2.063 -6.922 2.0503
As 3.651 4.618 3.252 2.0418
F 3.194 4.754 1.554 -0.4885
F 0.287 -3.746 -7.411 -0.4884
F -8.048 -3.355 -0.129 -0.2633
F 0.473 -5.850 -8.993 -0.4886
F 3.170 3.275 -8.140 -0.4664
F -10.084 -4.107 0.308 -0.2738
F 0.941 -6.013 -6.583 -0.4855
F 1.333 2.157 -6.984 -0.5544
F 3.111 0.872 -8.273 -0.5079
F 4.129 4.614 5.025 -0.5254
F 3.040 0.739 -5.776 -0.4644
F 7.446 -0.103 0.110 -0.2814
F 5.712 0.006 -1.073 -0.2533
F 2.075 5.344 3.774 -0.5281
F 4.944 1.916 -6.820 -0.5022
F 4.399 6.196 3.107 -0.4820
F 7.012 -1.699 -1.137 -0.3252
F -9.582 -2.215 1.066 -0.2801
F -1.282 -7.028 -7.519 -0.5316
F 3.099 3.232 -5.501 -0.5529
F 5.239 3.783 2.871 -0.4901
F -1.851 -4.866 -8.519 -0.5030
F -1.323 -5.189 -5.964 -0.4942
F 3.009 2.906 3.248 -0.5314
O -1.788 -6.270 5.023 -0.6714
O 0.793 2.072 9.213 -0.3705
O 3.502 -4.155 4.703 -0.3194
O -1.077 -9.634 -2.323 -0.3248
O -5.550 4.753 3.125 -0.3176
O -4.769 0.628 -2.869 -0.6708
O -6.455 0.041 -4.076 -0.6641
O -7.612 -3.335 2.836 -0.1824
O -4.607 -0.814 -4.393 -0.6185
O 8.121 1.757 -1.660 -0.2190
O -9.367 -4.720 3.014 -0.8660
O 5.590 8.322 -3.478 -0.3266
O -3.079 3.717 -6.412 -0.2745
O 0.016 -2.329 -0.485 -0.2887
O -3.641 -5.865 5.943 -0.6027
O 8.940 0.059 -2.796 -0.9210
O -1.863 -5.158 6.791 -0.7278
N -5.816 4.968 6.031 -0.3262
N -0.296 -0.879 -2.946 -0.2388
N -2.467 -5.746 5.888 1.0183
N 1.532 -9.800 -3.790 -0.2901
N -0.535 -0.321 8.810 -0.3088
N 2.632 -6.558 6.364 -0.2369
N 3.627 9.449 -1.605 -0.1487
N -2.441 3.394 -9.149 -0.2687
N -5.251 -0.014 -3.800 0.9717
C 3.563 -7.932 4.475 -1.3808
C -0.363 -0.970 -0.319 -0.7445
C -5.830 -1.773 3.386 -1.1131
C -3.379 4.516 -5.256 -0.7889
C 4.166 8.219 -3.696 -0.9649
C 7.001 -0.324 -1.090 0.7641
C -3.740 2.751 -8.617 0.1819
C -2.134 -9.613 -1.361 -0.7716
C 3.712 -3.171 3.686 -0.7051
C 1.453 -9.475 -2.255 0.2696
C 7.902 4.005 -1.079 -1.2064
C -4.481 5.295 3.829 -0.7500
C -3.759 6.360 6.087 -1.4001
C 0.212 0.322 7.570 0.0520
C -0.186 1.349 -1.726 -1.4494
C 0.154 -10.027 -1.712 -0.7115
C -6.598 -2.489 2.188 -0.2362
C -9.067 -3.438 0.815 0.7737
C -5.343 4.083 1.900 -0.7149
C 7.121 2.782 -1.515 -0.0265
C 0.098 -0.217 -1.625 0.1088
C -4.959 5.944 5.176 0.2319
C 6.264 7.875 -4.644 -0.7934
C -4.216 3.495 -7.356 -0.6810
C 1.719 -7.948 -2.000 -1.3896
C -3.333 1.246 -8.411 -1.4644
C -8.493 -4.190 2.117 -0.1327
C -0.618 -3.250 0.354 -0.7763
C 7.745 0.509 -2.140 -0.0652
C -0.629 0.142 6.232 -1.2514
C 3.525 8.149 -2.283 0.3241
C 3.491 -5.511 4.206 -0.8108
C 0.346 1.791 7.925 -0.7621
C 3.697 -6.583 5.242 0.1336
C 0.796 3.436 9.646 -0.6991
C 2.087 7.839 -2.401 -1.7339
H -0.092 4.008 9.374 0.2704
H 7.019 0.595 -2.948 0.1353
H 7.313 4.726 -0.512 0.3336
H 4.160 9.346 -0.753 0.3645
H -0.685 -0.898 5.910 0.4610
H -6.978 -1.749 1.483 0.2782
H -3.810 4.458 4.021 0.3897
H -4.453 2.688 -9.439 0.3058
H -1.229 1.589 -1.518 0.3849
H -2.847 0.812 -9.285 0.4550
H 2.227 -10.048 -1.745 0.2189
H 4.076 7.396 -1.718 0.2885
H 4.345 -5.528 3.527 0.4488
H 0.762 -9.270 -4.174 0.3750
H -6.666 4.682 5.567 0.3544
H -3.005 -9.332 -1.954 0.2634
H 2.363 -9.562 -4.312 0.3352
H -4.237 0.681 -8.182 0.4016
H 0.513 1.878 -1.080 0.3869
H 2.969 -5.805 6.947 0.3849
H 8.792 3.746 -0.506 0.3462
H 6.021 8.526 -5.484 0.3443
H 1.521 3.990 9.050 0.3370
H -5.089 -1.140 2.897 0.3163
H -3.017 7.009 5.621 0.3890
H -2.184 3.061 -10.067 0.3356
H 0.924 -7.298 -2.364 0.4108
H 1.641 7.671 -1.421 0.4648
H -2.148 -8.892 -0.544 0.3213
H 1.497 -10.761 -4.098 0.3415
H 6.061 6.839 -4.915 0.3421
H 7.321 8.067 -4.463 0.2647
H -4.172 6.859 6.964 0.4109
H 2.711 9.782 -1.342 0.3560
H 1.982 -7.836 -0.948 0.3512
H 0.005 0.032 9.587 0.3574
H 6.505 3.005 -2.386 0.2187
H -2.147 -10.639 -0.993 0.3461
H 1.987 6.910 -2.963 0.4290
H 1.142 -0.234 7.453 0.3788
H 1.526 8.589 -2.958 0.4938
H -4.220 4.104 -4.697 0.3260
H -0.584 2.356 7.986 0.3515
H -4.807 3.138 1.989 0.3133
H 2.558 -8.000 4.059 0.4086
H 6.422 2.446 -0.748 0.2225
H -6.085 5.330 6.934 0.3705
H 3.917 7.323 -4.264 0.5183
H 0.103 -0.546 0.571 0.4156
H 4.682 -6.528 5.706 0.3186
H 4.319 -8.034 3.697 0.4013
H 0.020 -1.836 -3.017 0.3710
H -5.295 -2.413 4.087 0.2857
H -2.547 4.494 -4.553 0.2383
H -0.294 0.952 5.584 0.3551
H -4.860 2.851 -6.757 0.4578
H -3.108 5.589 6.499 0.3967
H -2.521 0.976 -7.736 0.3917
H -7.913 -5.053 1.793 0.1259
H 4.060 10.125 -2.217 0.3494
H -5.262 4.152 6.250 0.3558
H 0.011 1.809 -2.694 0.4519
H -1.738 3.152 -8.465 0.3122
H 1.708 -6.339 6.019 0.2857
H -1.421 -0.795 -0.124 0.4587
H -0.051 -4.182 0.355 0.2576
H 8.213 4.652 -1.899 0.2850
H -1.484 0.019 8.876 0.3476
H 2.473 -7.488 -2.639 0.4311
H -4.718 4.429 -7.609 0.4229
H -5.608 6.777 4.905 0.2923
H 4.659 -3.369 3.185 0.3600
H -4.030 6.063 3.200 0.4390
H 0.174 -11.101 -1.896 0.3977
H 1.054 3.447 10.705 0.2578
H -3.517 5.563 -5.527 0.3105
H -6.321 3.764 1.541 0.2783
H 0.227 -0.489 -3.718 0.3231
H -4.675 4.681 1.280 0.2796
H 3.726 -8.719 5.211 0.4068
H -2.531 4.392 -9.274 0.3297
H 0.163 -9.818 -0.643 0.4242
H 3.826 9.023 -4.349 0.4275
H -1.638 0.465 6.489 0.3530
H 1.165 -0.383 -1.774 0.3980
H -1.284 -0.793 -3.137 0.2831
H -5.967 -3.121 1.563 0.2818
H -1.699 -3.294 0.225 0.3545
H 1.009 2.223 7.175 0.5197
H 2.582 -7.333 7.010 0.3571
H 3.747 -2.200 4.181 0.2530
H 2.494 -5.569 3.769 0.4377
H 2.881 -3.071 2.987 0.2464
H -6.507 -1.239 4.053 0.2967
H -0.494 -2.877 1.371 0.2867
H -0.513 -1.331 8.781 0.3441
```

Summary:
E = -334819.431 eV
HOMO energy = -3.69 eV
Strongest force on any atom = 6.3 eV Å⁻¹
Multiplicity = 1

***

[2]
ORCA calculation (wB97M-V/def2-TZVPD) on a molecular structure, C36H96AsF6N6O6 in a non-equilibrium geometry.

Structure (XYZ):
```
151
Properties=species:S:1:pos:R:3:mulliken_charge:R:1
As -4.265 15.856 1.488 2.4542
F -3.744 16.418 -0.081 -0.4813
F -2.674 16.213 2.214 -0.6220
F -4.854 15.238 3.018 -0.5353
F -5.805 15.410 0.789 -0.3720
F -3.673 14.227 1.159 -0.5318
F -4.720 17.507 1.833 -0.6392
O -3.940 22.631 6.005 -0.4047
O -0.377 11.172 1.215 -0.2093
O -0.307 17.376 -2.928 -0.2642
O -8.158 18.717 1.081 -0.4811
O -6.653 11.784 -5.311 -0.3367
O -0.320 13.109 4.520 -0.0715
N -9.186 18.556 3.921 -0.1830
N -2.522 13.604 6.479 0.2140
N -7.158 13.639 -2.998 0.2466
N -2.852 20.158 6.102 -0.2358
N -2.363 19.426 -2.042 0.5515
N 1.096 13.148 0.076 -0.0420
C -1.401 14.139 8.715 -1.1923
C -5.707 12.758 -4.966 -0.7185
C -6.092 10.533 -5.688 -0.8117
C -2.674 21.413 -3.644 -1.3242
C -3.549 20.651 4.837 0.5145
C -0.077 18.290 -1.884 -1.0053
C 0.852 16.735 -3.409 -0.6791
C -6.445 13.915 -4.296 -0.5564
C -1.726 14.643 5.699 -0.8925
C -2.803 12.343 5.696 -0.6286
C -1.825 13.086 7.711 -0.3377
C -3.334 12.459 4.283 -0.6710
C -4.566 21.674 5.216 -0.9353
C -7.954 17.644 1.949 0.9987
C -7.567 14.967 -2.369 -0.5969
C -8.447 12.866 -3.285 -0.9484
C 0.948 12.464 4.553 -0.8793
C -0.937 11.785 0.059 -0.8471
C -3.619 19.872 -1.187 0.0378
C -9.189 17.429 2.855 -0.1747
C -4.088 19.431 4.058 -1.5240
C -10.516 17.499 2.094 -1.2343
C -0.298 14.278 5.302 -1.0060
C -3.272 20.851 -0.082 -1.4500
C -0.924 14.056 -1.094 -0.9575
C -3.872 14.251 6.729 -0.8015
C -7.117 18.984 0.159 -0.0836
C -2.915 18.469 -3.103 -1.1006
C -6.317 12.756 -2.094 -1.1226
C -5.001 13.337 -1.649 -0.3639
C -0.427 13.221 0.106 0.5567
C -8.350 14.852 -1.070 -1.1287
C -1.716 20.633 -2.737 -0.5510
C -4.789 23.410 6.835 -0.7622
C -1.310 18.786 -1.129 -0.0963
C -0.619 9.767 1.228 -0.9003
H -7.791 14.273 -0.332 0.2398
H 0.945 11.725 3.748 0.0990
H -2.777 20.360 0.756 0.3355
H -4.469 19.739 3.083 0.1789
H -4.251 24.309 7.126 0.2843
H -4.171 21.260 0.386 0.4912
H -3.292 20.835 -4.327 0.3220
H -2.014 14.040 -1.016 -0.2311
H -11.404 17.301 2.689 0.4347
H 0.165 15.127 4.786 0.5050
H -6.576 15.404 -2.250 0.3556
H 0.666 16.398 -4.427 0.2946
H -5.177 13.134 -5.847 0.5434
H -5.598 10.495 -6.661 0.3131
H -0.053 9.237 0.457 0.3638
H -5.386 10.184 -4.929 0.3516
H -3.841 18.884 -3.492 0.5029
H -5.761 23.596 6.380 0.3326
H -9.130 13.580 -3.739 0.3725
H -3.944 18.900 -0.824 -0.0956
H -5.018 14.364 -1.270 -0.3816
H -2.175 14.800 9.106 0.3090
H -4.990 22.938 7.806 0.3268
H -8.319 12.011 -3.939 0.2728
H 1.781 13.163 4.469 0.4137
H -8.240 18.748 4.240 0.1668
H -4.384 13.625 7.458 0.3897
H -1.939 19.760 5.892 0.3602
H -9.772 18.303 4.717 0.4085
H -1.172 21.191 -1.980 0.5652
H -3.419 18.592 3.866 0.4824
H -4.236 13.312 -2.425 0.3449
H 1.547 14.050 -0.075 0.3615
H -2.767 21.729 -0.483 0.3391
H -7.075 17.985 2.516 -0.5785
H -2.705 20.973 6.714 0.3642
H -8.807 12.502 -2.326 0.5146
H -9.565 19.392 3.467 0.4085
H 0.528 17.773 -1.126 0.4859
H -4.592 12.849 -0.763 0.4208
H -3.832 15.280 7.073 0.3617
H -8.105 15.539 -3.122 0.4623
H -3.392 22.045 -3.117 0.3346
H -1.720 17.968 -0.535 -0.0937
H 1.069 15.869 -2.774 0.1150
H -2.446 12.667 3.680 0.0729
H -3.703 11.535 3.843 0.5061
H -4.432 14.192 5.801 0.2947
H -5.082 22.052 4.324 0.4930
H -7.702 16.710 1.441 -0.1592
H -0.753 14.836 8.164 0.2553
H 1.046 11.841 5.448 0.3197
H -3.507 11.810 6.347 0.6583
H -4.375 20.272 -1.858 0.4503
H -1.826 15.552 6.288 0.5080
H 0.556 19.107 -2.240 0.6234
H -8.563 15.779 -0.543 0.3217
H -0.710 13.785 9.476 0.4156
H -1.994 11.617 5.763 0.4762
H -0.972 20.161 -3.378 0.4478
H -7.254 19.810 -0.532 0.4773
H 0.334 14.230 6.197 0.5264
H -4.982 18.975 4.496 0.4208
H -4.937 12.390 -4.279 0.2613
H -10.543 18.462 1.576 0.3794
H 1.552 12.692 0.870 0.3167
H -3.444 19.485 6.586 0.3372
H -2.034 22.099 -4.199 0.4405
H -2.193 18.399 -3.909 0.4829
H -5.615 14.606 -4.117 0.3491
H -2.319 12.235 8.176 0.5121
H -0.763 13.594 -2.070 0.5994
H -6.953 18.072 -0.429 0.0098
H -0.178 9.376 2.146 0.2858
H -0.762 13.694 1.026 -0.0795
H -6.188 11.793 -2.596 0.5498
H -6.982 12.363 -1.322 0.6026
H -2.019 11.824 0.208 0.3201
H 1.743 17.366 -3.474 0.3675
H 1.303 12.542 -0.724 0.4171
H -9.177 16.584 3.542 0.3927
H -6.144 19.091 0.652 -0.1405
H -9.277 14.305 -1.241 0.4543
H -0.699 11.308 -0.896 0.5328
H -4.030 13.272 4.096 -0.1252
H -5.392 21.185 5.760 0.4423
H -2.764 21.101 4.228 0.2618
H -0.957 19.516 -0.402 0.3934
H -0.617 15.099 -1.046 0.1354
H -6.888 9.792 -5.744 0.2813
H -1.646 9.398 1.198 0.3382
H -3.148 17.524 -2.619 0.1488
H -2.303 14.820 4.789 0.5436
H -7.183 14.419 -4.916 0.5713
H -0.866 12.710 7.349 0.1922
H -10.562 16.816 1.244 0.2864
```

Summary:
E = -137211.775 eV
Charge = +5
HOMO energy = -18.75 eV
Strongest force on any atom = 2.4 eV Å⁻¹
Multiplicity = 1

***

[3]
ORCA calculation (wB97M-V/def2-TZVPD) on 12 unconnected molecules or ions with the total composition C36H96O12 in a non-equilibrium geometry.

Structure (XYZ):
```
144
Properties=species:S:1:pos:R:3:mulliken_charge:R:1
O 6.403 -0.244 -1.242 -0.2640
O -1.297 -0.219 0.259 1.0539
O 5.194 -1.141 3.576 -0.2565
O -2.821 -0.664 -1.865 -0.2312
O -5.367 4.599 -2.613 -0.2889
O 3.546 2.101 -4.588 -0.3371
O -3.236 -5.365 -1.057 -0.6418
O 0.246 -2.428 2.719 -0.0938
O 6.838 2.420 -0.644 -0.5335
O 0.427 -5.010 -2.117 -0.4583
O -5.267 3.346 3.981 -0.4242
O -3.439 -0.847 2.225 -0.0785
C -0.837 -0.885 -3.150 -0.7872
C 2.752 -4.855 -2.183 -1.3212
C 0.936 0.784 0.224 -0.3045
C -4.666 4.305 3.113 0.6246
C 5.285 -1.701 0.229 -1.2663
C 1.524 -4.381 3.295 -1.3810
C -4.352 2.733 -1.479 -0.8095
C -3.409 3.638 2.503 -1.2956
C -5.648 -1.316 2.285 -1.4954
C -0.706 1.199 2.129 -0.9478
C 2.933 -0.599 4.099 -0.5169
C 5.649 -1.338 -1.227 0.2108
C -4.121 -1.163 4.375 -1.7092
C 2.376 4.210 -4.588 -1.7114
C 1.452 -3.532 -0.517 0.0932
C -0.408 -3.509 4.685 -1.6037
C 1.358 1.945 -3.906 -1.1721
C 4.830 1.111 4.353 -1.5585
C 4.432 -0.356 4.439 0.5322
C -4.157 -3.211 -0.471 -0.6611
C 6.627 4.429 -1.799 -1.6031
C -4.318 5.634 3.809 -1.5711
C 2.313 2.689 -4.898 0.9178
C -2.282 -0.436 -3.112 1.6177
C -0.568 0.897 0.649 0.5096
C -3.236 4.062 -3.363 -1.3059
C 6.022 3.070 -1.526 1.0531
C -4.558 -0.600 3.070 1.2945
C -3.809 -4.190 -1.596 0.9023
C -4.206 4.099 -2.094 -0.1713
C 4.602 3.157 -1.073 -0.8608
C -5.076 -4.643 -2.319 -1.7823
C 1.407 -4.075 -1.915 0.1161
C 0.194 -3.725 3.277 0.7624
C 4.307 -1.162 -1.960 -0.2217
C -3.166 -1.209 -4.178 -1.5246
H 0.475 -3.152 -0.218 0.1077
H -5.059 -2.625 -0.645 0.3411
H 6.160 -1.803 0.871 0.4015
H -5.006 -1.098 5.009 0.4322
H 6.742 4.978 -0.865 0.3793
H 1.643 1.948 -2.854 0.0708
H -4.168 -0.796 -4.064 0.3545
H 0.400 2.466 -3.902 0.1278
H -0.645 -1.912 -2.839 -0.1764
H -4.669 2.026 -2.246 0.3507
H -5.522 -2.396 2.363 0.2855
H 6.119 -0.951 3.748 0.2310
H -2.308 -5.140 -1.159 0.3093
H 2.295 -2.853 -0.394 -0.0531
H -0.262 -0.391 -2.367 -0.2328
H 2.782 -5.748 -1.559 0.3528
H -5.345 4.345 2.261 0.2803
H 3.293 1.200 -4.373 0.1345
H 3.572 -1.967 -1.927 -0.5749
H -0.546 -4.432 5.249 0.4257
H -3.776 6.399 3.253 0.4247
H 6.200 -2.146 -1.710 0.1249
H -5.277 2.802 -0.906 0.4250
H -1.353 -2.966 4.675 0.2067
H 7.563 4.561 -2.341 0.3670
H 2.749 -1.671 4.180 -0.3297
H 0.126 -2.817 5.337 0.4147
H 3.410 4.522 -4.736 0.2828
H -3.582 -0.476 1.351 -0.0394
H 1.448 -5.314 3.853 0.4251
H -4.326 -3.533 0.557 0.4786
H -0.935 1.780 0.126 -0.2185
H -3.244 -2.265 -3.920 0.1669
H -1.704 1.185 2.566 -0.0985
H 5.899 1.275 4.486 0.4129
H 6.695 1.482 -0.503 0.4103
H -2.173 -0.677 -1.157 0.1198
H -1.080 -1.021 0.740 -0.3715
H 2.063 -4.620 2.378 0.1190
H -3.677 5.431 4.667 0.3569
H 5.881 2.586 -2.492 0.0472
H -4.771 0.455 3.246 -0.0174
H 1.159 0.915 -4.202 0.3093
H 4.501 -1.067 -3.028 0.7280
H -5.187 6.196 4.151 0.4077
H 0.347 -5.527 -1.312 0.3542
H -3.282 -0.636 4.828 0.3421
H -3.208 5.048 -3.826 0.5457
H 2.218 -3.762 3.863 0.1461
H -5.795 -4.993 -1.579 0.4147
H -2.945 -1.029 -5.230 0.4727
H 1.216 -0.026 0.898 -0.2287
H 4.570 3.786 -0.183 0.4795
H 3.827 3.556 -1.727 -0.0558
H 4.201 2.217 -0.695 -0.0105
H 2.331 -0.090 4.852 0.4891
H -2.979 -3.927 -2.252 0.2157
H -5.788 -0.949 1.268 0.3495
H -2.258 3.652 -3.107 0.2298
H -0.493 -4.337 2.694 0.2851
H -2.309 0.641 -3.277 -0.2582
H -3.654 3.407 -4.128 0.2585
H 4.701 -0.894 0.673 0.1855
H -3.665 2.811 1.840 -0.0643
H -6.673 -1.193 2.633 0.5049
H 4.685 -0.608 5.469 0.1944
H 1.529 1.664 0.474 0.4333
H -6.158 3.674 4.121 0.2555
H -3.376 -2.458 -0.367 -0.3577
H 2.022 4.553 -3.616 0.4007
H 1.148 -3.271 -2.604 0.1499
H 0.047 0.710 2.748 -0.2627
H -3.756 4.783 -1.375 0.2016
H 6.382 0.031 -2.162 0.2541
H 1.865 2.377 -5.841 0.4024
H 1.614 4.732 -5.169 0.5161
H 3.607 -4.200 -2.021 0.1887
H -5.200 5.533 -2.762 0.3346
H -0.420 2.227 2.350 0.7375
H 4.731 -2.640 0.232 0.3157
H -4.887 -5.447 -3.030 0.4028
H -2.840 4.449 2.050 0.4790
H 1.740 -4.339 0.157 0.1041
H -3.438 2.497 -0.934 0.0110
H -3.824 -2.211 4.339 0.2342
H -2.725 3.172 3.212 0.3696
H 0.319 -1.786 3.430 0.0528
H 2.658 -0.558 3.045 -0.0254
H -5.514 -3.799 -2.852 0.3578
H 3.759 -0.273 -1.648 -0.1044
H 2.869 -5.098 -3.239 0.4147
H -0.440 -0.771 -4.159 0.6574
H 5.910 5.050 -2.335 0.3324
H 4.467 1.588 3.442 0.2384
H 1.117 0.574 -0.830 -0.6024
H 4.490 1.748 5.169 0.4598
```

Summary:
⟨S²⟩ = 0.750
E = -63453.604 eV
Charge = -1
HOMO energy (alpha / beta) = 0.74 / -7.67 eV
Strongest force on any atom = 5.1 eV Å⁻¹
Multiplicity = 2

***

Question: strongest force on any atom of number 2 (C36H96AsF6N6O6)?
Answer: 2.4 eV Å⁻¹